{"formula": "C23H49N2O2P3Tl", "method": "ωB97M-V/def2-TZVPD", "symbols": ["Tl", "P", "P", "P", "H", "C", "C", "H", "C", "C", "C", "C", "C", "C", "C", "C", "C", "H", "H", "H", "H", "H", "H", "H", "H", "H", "H", "H", "H", "H", "H", "H", "H", "H", "H", "H", "H", "H", "H", "H", "H", "H", "H", "H", "H", "H", "C", "C", "C", "C", "C", "C", "O", "H", "H", "H", "H", "H", "H", "C", "N", "C", "C", "C", "N", "C", "C", "O", "H", "H", "H", "H", "H", "H", "H", "H", "H", "H", "H", "H"], "coordinates": [[-1.465, -1.531, -0.898], [-3.877, -0.278, -0.272], [-0.379, -1.424, 1.621], [-0.282, -0.145, -2.720], [2.936, -3.603, 0.058], [3.334, -3.034, -0.797], [3.941, -1.840, -0.659], [4.071, -1.365, 0.320], [-4.765, -1.882, -0.452], [-4.375, 0.033, 1.488], [-4.929, 0.778, -1.364], [1.456, -1.259, 1.726], [-0.902, -0.066, 2.788], [-0.766, -2.969, 2.602], [1.497, -0.513, -3.170], [-0.362, 1.738, -2.654], [-1.039, -0.386, -4.455], [3.149, -3.467, -1.793], [4.280, -1.269, -1.535], [-5.652, -1.788, 0.263], [-4.216, -2.775, -0.092], [-5.141, -2.001, -1.498], [-5.475, -0.004, 1.559], [-4.003, 1.015, 1.835], [-3.960, -0.761, 2.137], [-5.993, 0.654, -1.096], [-4.789, 0.460, -2.413], [-4.646, 1.845, -1.284], [1.876, -1.620, 2.685], [1.709, -0.192, 1.590], [1.946, -1.815, 0.910], [-0.533, -0.246, 3.806], [-1.994, -0.002, 2.781], [-0.492, 0.874, 2.396], [-0.237, -3.026, 3.569], [-0.498, -3.839, 1.981], [-1.850, -3.010, 2.778], [1.589, -0.756, -4.245], [1.819, -1.400, -2.601], [2.203, 0.302, -2.917], [0.175, 2.219, -3.500], [0.030, 2.087, -1.675], [-1.434, 1.993, -2.699], [-0.283, -0.237, -5.240], [-1.881, 0.306, -4.611], [-1.416, -1.418, -4.500], [-2.371, -3.909, -2.082], [-3.623, -4.576, -2.139], [-3.877, -5.157, -3.391], [-2.882, -5.259, -4.365], [-1.600, -4.752, -4.115], [-1.372, -4.026, -3.000], [-1.992, -3.416, -0.912], [-3.085, -1.416, -0.645], [-4.273, -4.400, -1.265], [-4.958, -5.414, -3.741], [-3.214, -5.651, -5.401], [-0.868, -4.762, -4.885], [-0.439, -3.427, -2.766], [-0.498, 3.889, 1.813], [0.906, 3.942, 1.484], [1.633, 5.164, 1.740], [3.116, 4.889, 1.756], [3.516, 4.138, 0.512], [2.726, 2.937, 0.406], [3.199, 1.898, -0.477], [1.414, 2.893, 0.784], [0.673, 1.878, 0.495], [-0.783, 4.824, 2.300], [-0.702, 3.058, 2.499], [-1.118, 3.741, 0.919], [1.403, 5.917, 0.965], [1.287, 5.557, 2.704], [3.377, 4.303, 2.641], [3.662, 5.834, 1.797], [4.567, 3.831, 0.551], [3.379, 4.780, -0.376], [2.726, 1.956, -1.471], [4.281, 2.017, -0.594], [2.987, 0.908, -0.057]], "atomic_forces_ev_per_a": [[6.6701, 2.2314, 0.3264], [-4.4936, 0.7859, 1.3137], [0.9500, 0.0364, 2.4011], [1.1220, 2.2489, -3.5320], [0.4353, 0.2414, -0.4187], [-0.1247, 0.7305, -0.1037], [-0.6318, -0.5347, -0.1899], [0.1597, -0.2959, -0.4042], [-2.7058, -0.7171, 0.7544], [1.3343, 0.3776, 0.5343], [0.9314, 0.5444, -0.8559], [0.2409, 0.0596, -0.7832], [-0.3185, -0.0557, -1.0899], [-0.3155, -0.0059, -1.0357], [0.2794, -0.8489, 0.8592], [-0.3946, -0.4800, 1.2308], [-0.6109, -0.6219, 1.0858], [0.3076, 0.1028, 0.5274], [0.0075, -0.3589, 0.4483], [0.8597, -0.2035, -1.1644], [-0.1106, 0.5570, -0.3680], [0.4474, -0.1193, 0.8274], [0.3555, 0.0076, -0.4872], [-0.1904, -0.4817, -0.1531], [-0.2033, 0.3540, -0.3497], [0.5111, -0.2610, 0.2550], [-0.0840, 0.1308, 0.4058], [-0.0756, -0.5494, 0.0474], [-0.6410, 0.1229, -0.3449], [-0.2444, -0.3899, 0.0403], [-0.2632, 0.1842, 0.3713], [-0.0336, -0.2258, -0.3527], [0.2280, 0.0490, 0.2897], [-0.0399, -0.1948, 0.0353], [-0.0758, 0.3757, -0.5213], [-0.0673, 0.1818, 0.3147], [0.2741, -0.0338, 0.0183], [-0.3551, 0.2254, 0.5779], [0.1064, 0.2807, -0.2156], [-0.7220, -0.2573, 0.0271], [-0.2570, -0.7328, 0.3926], [-0.0886, -0.1935, -0.5389], [0.3707, 0.0677, -0.0986], [-0.1436, 0.0663, 0.5290], [0.3154, -0.2335, 0.1467], [0.0856, 0.2414, -0.2935], [-1.5169, -2.6854, 0.3502], [1.2300, 1.3930, -0.9657], [-2.4981, -0.1592, -0.5574], [-0.8619, -0.3705, -1.1976], [-0.6953, -0.1611, -1.7026], [1.2650, 1.3116, 0.0827], [-0.7425, -0.3139, 2.5113], [-1.7756, 0.3751, 0.1547], [0.0185, -0.7610, -0.9684], [2.1033, 0.0556, 1.0874], [0.9956, 0.5351, 1.9284], [0.5522, -0.3597, -0.5424], [-0.7424, -1.1291, -0.5795], [-0.4452, -0.0985, 0.1284], [-0.1328, -1.0346, -0.5596], [0.1007, 0.6698, -0.0290], [0.3476, 0.3133, 0.3119], [0.3243, 0.4770, -0.1419], [-1.0047, -0.6430, -0.0759], [0.1025, -0.3369, -0.1433], [-0.6166, -0.8019, -0.2025], [1.0256, 1.2610, 0.3782], [0.0405, -0.1845, -0.1055], [-0.0253, 0.2168, -0.0369], [0.1104, 0.1209, 0.1488], [-0.0337, -0.1822, 0.2440], [0.1873, -0.0093, -0.2097], [0.0208, 0.0410, -0.0319], [-0.0560, -0.1188, 0.0901], [-0.1602, 0.2011, 0.0274], [0.0901, -0.1792, 0.1409], [0.1541, 0.0412, 0.1587], [-0.2457, -0.0958, -0.0165], [0.0831, 0.2040, -0.1358]], "lowdin_charge": [0.762, 0.898, 0.845, 0.838, 0.059, -0.078, -0.080, 0.056, -0.228, -0.164, -0.150, -0.225, -0.209, -0.216, -0.199, -0.211, -0.201, 0.061, 0.064, 0.110, 0.061, 0.106, 0.093, 0.076, 0.071, 0.099, 0.078, 0.080, 0.091, 0.039, -0.003, 0.085, 0.011, 0.017, 0.080, 0.058, 0.050, 0.073, 0.017, 0.056, 0.092, 0.023, 0.045, 0.071, 0.058, 0.034, -0.469, 0.018, -0.054, -0.045, -0.054, -0.075, -0.267, -0.133, 0.113, 0.157, 0.158, 0.116, 0.122, -0.035, -0.086, -0.149, -0.143, -0.153, -0.089, -0.034, -0.433, -0.093, 0.102, 0.076, 0.088, 0.142, 0.136, 0.132, 0.135, 0.134, 0.143, 0.078, 0.106, 0.062], "orbital_gap_ev": [4.376, 4.377], "molar_mass_g_mol": 683.0, "total_charge": 3}